Below is a 8-piece molecular cluster, C61H69N3O15P overall at a distorted geometry, with properties calculated with ωB97M-V/def2-TZVPD.

Results
E_HOMO (eV): -10.8
Net charge: +1
Frontier orbital gap (eV): 7.83
Largest force on an atom (eV/Å): 1.01
LUMO level (eV): -3.0

```
149
C61H69N3O15P | the OMol25 dataset | ωB97M-V/def2-TZVPD
C -6.7307 6.8196 3.9427
C -5.6029 5.8418 3.5840
P -5.3334 5.4578 1.8033
C -7.0140 4.8796 1.3284
C -5.2361 7.2140 1.1347
C -6.4314 7.7562 0.3618
C -6.1097 9.1405 -0.1741
N -4.9223 9.0168 -1.0458
C -3.8552 8.3369 -0.5829
N -2.6445 8.5878 -1.0547
C -1.4395 7.8083 -0.7427
C -0.2706 8.3233 -1.5701
C 1.0525 7.6353 -1.2093
C 2.1165 7.7479 -2.3182
C 2.3551 6.4666 -3.1369
C 3.8065 6.3285 -3.6441
C 4.5961 5.2193 -2.9329
C 4.2931 3.8273 -3.4970
C 5.1342 2.6607 -2.9430
C 6.5977 2.9800 -2.5967
C 6.7704 3.3756 -1.1294
O 8.0591 3.8653 -0.8248
C 8.2608 5.2039 -1.2085
N -4.0246 7.3060 0.2648
H -7.0502 6.6832 4.9793
H -7.6139 6.6572 3.3162
H -6.4135 7.8621 3.8374
H -4.6472 6.1719 4.0072
H -5.8111 4.8590 4.0249
H -6.9378 4.2427 0.4442
H -7.7535 5.6607 1.1483
H -7.3768 4.2625 2.1572
H -5.0709 7.8667 2.0027
H -7.2858 7.8111 1.0399
H -6.6912 7.1001 -0.4756
H -6.9238 9.5358 -0.7827
H -5.9170 9.8452 0.6435
H -4.6575 9.8800 -1.5068
H -2.5331 9.3517 -1.7052
H -1.2089 7.9038 0.3284
H -1.6367 6.7499 -0.9511
H -0.1750 9.4029 -1.3896
H -0.4918 8.1786 -2.6363
H 1.4470 8.1125 -0.3054
H 0.8625 6.5811 -0.9699
H 1.8272 8.5618 -2.9971
H 3.0658 8.0591 -1.8669
H 2.0988 5.5978 -2.5155
H 1.6695 6.4523 -3.9930
H 3.8133 6.1337 -4.7225
H 4.3179 7.2864 -3.4834
H 4.3438 5.2457 -1.8630
H 5.6657 5.4331 -3.0397
H 3.2320 3.6111 -3.3045
H 4.3958 3.8695 -4.5903
H 4.6486 2.2446 -2.0515
H 5.1347 1.8630 -3.6945
H 7.0133 3.7425 -3.2666
H 7.2026 2.0790 -2.7533
H 6.6255 2.4844 -0.5094
H 6.0061 4.1089 -0.8212
H 7.4585 5.8506 -0.8193
H 8.3124 5.3232 -2.3005
H 9.2116 5.5254 -0.7797
H -3.1739 7.1027 0.7779
C 5.3111 -2.6606 -2.7678
C 5.4878 -1.6562 -1.9146
C 4.3529 -0.8184 -1.4564
O 4.5402 0.1095 -0.6923
C 3.0020 -1.1483 -1.9660
C 2.8217 -2.1500 -2.8215
C 3.9607 -2.9794 -3.2944
O 3.7843 -3.8990 -4.0675
H 6.1234 -3.2909 -3.1058
H 6.4584 -1.4035 -1.5091
H 2.1812 -0.5444 -1.6041
H 1.8461 -2.4112 -3.2037
C -0.6307 -5.2945 -0.4280
C -1.1916 -6.1229 -1.3036
C -0.4452 -6.5890 -2.5017
O -0.9650 -7.3418 -3.2993
C 0.9540 -6.1149 -2.6776
C 1.5099 -5.2832 -1.7981
C 0.7558 -4.7925 -0.6171
O 1.2550 -4.0297 0.1875
H -1.1587 -4.9424 0.4477
H -2.2019 -6.4937 -1.1828
H 1.4843 -6.4926 -3.5428
H 2.5289 -4.9348 -1.9001
C -3.2596 -2.9317 -2.7172
C -4.4547 -3.1737 -2.1883
C -4.7596 -2.8031 -0.7848
O -5.8459 -3.0216 -0.2938
C -3.6807 -2.1564 0.0068
C -2.4822 -1.9185 -0.5174
C -2.1862 -2.2819 -1.9265
O -1.1019 -2.0505 -2.4154
H -3.0084 -3.1914 -3.7382
H -5.2552 -3.6479 -2.7418
H -3.9347 -1.9140 1.0314
H -1.6708 -1.4658 0.0398
C -0.0117 -9.6725 -5.5977
C -0.5646 -10.5011 -6.4803
C 0.1880 -10.9888 -7.6631
O -0.3183 -11.7407 -8.4681
C 1.5882 -10.5190 -7.8250
C 2.1439 -9.6918 -6.9441
C 1.3880 -9.2050 -5.7621
O 1.9013 -8.4514 -4.9610
H -0.5406 -9.2947 -4.7319
H -1.5820 -10.8592 -6.3858
H 2.1162 -10.8896 -8.6945
H 3.1614 -9.3338 -7.0381
C 6.1604 -4.3073 2.2214
C 5.9826 -3.9247 3.4829
C 6.3091 -2.5441 3.9228
O 6.1414 -2.1927 5.0707
C 6.8455 -1.6085 2.9012
C 7.0241 -1.9918 1.6402
C 6.6926 -3.3705 1.2005
O 6.8367 -3.7177 0.0462
H 5.9268 -5.3055 1.8737
H 5.5938 -4.5871 4.2459
H 7.0748 -0.6083 3.2460
H 7.4099 -1.3246 0.8798
C -5.0122 -5.5228 4.4078
C -4.7122 -5.9750 3.1916
C -3.7131 -5.2775 2.3519
O -3.4301 -5.6396 1.2261
C -3.0489 -4.0797 2.9184
C -3.3519 -3.6141 4.1259
C -4.3638 -4.3064 4.9639
O -4.6490 -3.8899 6.0678
H -5.7353 -6.0114 5.0482
H -5.1733 -6.8551 2.7623
H -2.3159 -3.6141 2.2711
H -2.8919 -2.7320 4.5536
C -2.9698 -7.2603 10.0734
C -2.8067 -6.4024 11.0773
C -3.2898 -4.9997 10.9812
O -3.1351 -4.2191 11.8959
C -3.9659 -4.5934 9.7239
C -4.1319 -5.4505 8.7199
C -3.6443 -6.8480 8.8171
O -3.7909 -7.6245 7.8947
H -2.6250 -8.2856 10.1173
H -2.3186 -6.6737 12.0049
H -4.3093 -3.5677 9.6767
H -4.6174 -5.1785 7.7928
```

Atom charges from the Mulliken analysis, given in e for atoms 1 to 99:
1. C -0.96
2. C -0.68
3. P -0.04
4. C -1.16
5. C -0.07
6. C -0.72
7. C -0.87
8. N -0.26
9. C 0.29
10. N -0.08
11. C -0.79
12. C -0.77
13. C -1.00
14. C -0.80
15. C -0.72
16. C -1.22
17. C 0.15
18. C -0.81
19. C -0.34
20. C -0.65
21. C -0.33
22. O -0.40
23. C -0.61
24. N -0.04
25. H 0.36
26. H 0.23
27. H 0.28
28. H 0.38
29. H 0.44
30. H 0.35
31. H 0.35
32. H 0.37
33. H 0.37
34. H 0.39
35. H 0.41
36. H 0.38
37. H 0.37
38. H 0.28
39. H 0.29
40. H 0.38
41. H 0.43
42. H 0.35
43. H 0.46
44. H 0.38
45. H 0.46
46. H 0.40
47. H 0.49
48. H 0.38
49. H 0.34
50. H 0.48
51. H 0.47
52. H 0.11
53. H 0.17
54. H 0.28
55. H 0.35
56. H 0.16
57. H 0.34
58. H 0.27
59. H 0.32
60. H 0.25
61. H 0.23
62. H 0.25
63. H 0.25
64. H 0.26
65. H 0.38
66. C -0.47
67. C -0.52
68. C 0.63
69. O -0.67
70. C -0.56
71. C -0.14
72. C 0.22
73. O -0.59
74. H 0.46
75. H 0.53
76. H 0.52
77. H 0.59
78. C -0.30
79. C -0.17
80. C 0.13
81. O -0.53
82. C -0.25
83. C -0.49
84. C 0.21
85. O -0.64
86. H 0.32
87. H 0.54
88. H 0.52
89. H 0.62
90. C -0.38
91. C -0.47
92. C 0.27
93. O -0.58
94. C -0.33
95. C -0.17
96. C 0.32
97. O -0.57
98. H 0.48
99. H 0.44

***

Below is C61H72N3O6Rb as an isolated structure, with properties calculated with ωB97M-V/def2-TZVPD.

Results
ΔE to the lowest compared entry with this formula, charge and spin (kJ/mol): 7.0
E_HOMO (eV): -1.7
Net charge: -2
Frontier orbital gap (eV): 5.41
Largest force on an atom (eV/Å): 0.66
LUMO level (eV): 3.7

```
143
C61H72N3O6Rb | the OMol25 dataset | ωB97M-V/def2-TZVPD
Rb 1.3575 -1.3989 -2.5311
C -1.5192 -0.2279 -3.6088
O -0.7995 0.4317 -2.5803
C -1.4599 1.1865 -1.6417
C -2.6000 0.7322 -0.9561
C -3.1632 -0.6783 -1.0101
C -2.6897 -1.4972 0.1640
C -3.4084 -1.5164 1.3397
C -2.9733 -2.1907 2.4836
C -1.7279 -2.8046 2.3960
C -0.9540 -2.7926 1.2458
C 0.4580 -3.3352 1.2775
C 1.4195 -2.2935 1.8237
C 1.3077 -1.8762 3.1401
C 2.0604 -0.8268 3.6592
C 2.9334 -0.1725 2.8044
C 3.0939 -0.5521 1.4723
C 3.9537 0.3107 0.5650
C 3.2715 1.6334 0.2929
C 3.3858 2.6868 1.1746
C 2.6400 3.8657 1.0595
C 1.7061 3.9048 0.0248
C 1.5509 2.8753 -0.8890
C 0.4282 2.8961 -1.9026
C -0.8950 2.4312 -1.3277
C -1.5426 3.2482 -0.4070
C -2.7051 2.8633 0.2378
C -3.2023 1.5999 -0.0535
C -3.4021 3.7301 1.2832
C -2.7165 5.0840 1.4675
C -3.3812 2.9991 2.6339
C -4.8575 3.9849 0.8646
C 2.4162 1.7323 -0.8603
O 2.4070 0.8441 -1.7640
C 2.8291 4.9923 2.0713
C 1.9116 6.1840 1.7930
C 2.5175 4.4838 3.4884
C 4.2800 5.4969 2.0360
C 2.3736 -1.6577 1.0196
O 2.5380 -2.0971 -0.2741
C 3.4325 -3.1882 -0.4430
C 1.8179 -0.3824 5.1016
C 0.3872 0.1682 5.2076
C 1.9783 -1.5700 6.0599
C 2.7878 0.7148 5.5428
C -1.4510 -2.2098 0.0371
O -0.8456 -2.3037 -1.0843
C -3.8308 -2.1952 3.7452
C -4.0397 -0.7546 4.2379
C -5.2019 -2.8231 3.4499
C -3.1881 -2.9901 4.8831
H -2.5136 0.2095 -3.7382
H -1.6117 -1.2921 -3.3762
H -0.9542 -0.0992 -4.5368
H -2.8961 -1.1970 -1.9233
H -4.2553 -0.5999 -0.9790
H -4.3559 -0.9814 1.3635
H -1.3306 -3.3327 3.2569
H 0.7559 -3.6254 0.2716
H 0.5027 -4.2222 1.9191
H 0.5661 -2.3575 3.7643
H 3.4948 0.6849 3.1511
H 4.1353 -0.2026 -0.3786
H 4.9134 0.4883 1.0628
H 4.0850 2.5806 2.0020
H 1.0627 4.7733 -0.0834
H 0.6968 2.2375 -2.7202
H 0.2970 3.9152 -2.2872
H -1.0906 4.2065 -0.1890
H -4.0763 1.2348 0.4749
H -1.6857 4.9647 1.8062
H -3.2523 5.6680 2.2203
H -2.7047 5.6597 0.5394
H -2.3543 2.8010 2.9443
H -3.8948 2.0395 2.5756
H -3.8698 3.6027 3.4051
H -4.8958 4.5165 -0.0881
H -5.3740 4.5869 1.6180
H -5.4023 3.0482 0.7471
H 0.8598 5.8962 1.8499
H 2.0949 6.6057 0.8029
H 2.0870 6.9684 2.5348
H 1.4900 4.1202 3.5457
H 2.6498 5.2794 4.2300
H 3.1766 3.6582 3.7586
H 4.5217 5.8922 1.0477
H 4.9778 4.6865 2.2478
H 4.4388 6.2884 2.7769
H 3.2084 -3.9703 0.2911
H 4.4657 -2.8470 -0.3058
H 3.2739 -3.5870 -1.4473
H -0.3468 -0.5854 4.9171
H 0.2594 1.0214 4.5393
H 0.1706 0.4885 6.2318
H 1.2800 -2.3726 5.8253
H 1.7915 -1.2525 7.0899
H 2.9895 -1.9778 6.0027
H 2.6701 1.6165 4.9399
H 3.8257 0.3833 5.4659
H 2.5925 0.9832 6.5844
H -4.5376 -0.1526 3.4769
H -3.0815 -0.2809 4.4569
H -4.6554 -0.7357 5.1440
H -5.7171 -2.2797 2.6575
H -5.8378 -2.8107 4.3419
H -5.0849 -3.8569 3.1202
H -2.2282 -2.5603 5.1776
H -3.0209 -4.0298 4.5964
H -3.8426 -2.9792 5.7595
C 0.4844 2.3780 -5.8146
C 1.4791 1.7221 -5.0699
N 1.8029 0.4638 -5.2479
C 1.1666 -0.2330 -6.2031
C 0.1662 0.3287 -7.0195
C -0.1735 1.6767 -6.7933
C -0.4650 -0.4727 -8.0217
C -0.1179 -1.7709 -8.1907
C 0.8808 -2.3833 -7.3709
C 1.2424 -3.7404 -7.4863
C 2.1877 -4.2526 -6.6398
C 2.7739 -3.4048 -5.6798
N 2.4563 -2.1366 -5.5504
C 1.5280 -1.6269 -6.3764
H 0.2508 3.4121 -5.5990
H 2.0239 2.2482 -4.2966
H -0.9511 2.1395 -7.3904
H -1.2326 -0.0134 -8.6346
H -0.6024 -2.3825 -8.9433
H 0.7532 -4.3643 -8.2261
H 2.4700 -5.2961 -6.6483
H 3.4801 -3.8150 -4.9711
N -1.0250 -3.9474 -3.5395
C -0.8410 -5.3823 -3.3859
C 0.3334 -5.8182 -2.4965
C 1.6897 -5.4591 -3.1379
O 2.4019 -6.3838 -3.5785
O 1.9274 -4.2212 -3.2184
H -0.1390 -3.5696 -3.8690
H -1.1404 -3.5273 -2.6140
H -0.7171 -5.8295 -4.3806
H -1.7666 -5.8010 -2.9721
H 0.2726 -6.8973 -2.3302
H 0.2489 -5.3035 -1.5351
```

Atom charges from the Mulliken analysis, given in e for atoms 1 to 99:
1. Rb 0.88
2. C -0.17
3. O 0.33
4. C 0.00
5. C 0.26
6. C -1.59
7. C 0.64
8. C -0.68
9. C -0.19
10. C -0.73
11. C 0.43
12. C -0.39
13. C 0.64
14. C -0.36
15. C -0.14
16. C 0.01
17. C 0.60
18. C -1.65
19. C 0.57
20. C -0.68
21. C -0.74
22. C 0.06
23. C 0.09
24. C 0.08
25. C 0.42
26. C -0.52
27. C -0.45
28. C -0.27
29. C 2.52
30. C -2.38
31. C -1.34
32. C -1.94
33. C 0.42
34. O -0.91
35. C 2.44
36. C -2.02
37. C -1.60
38. C -1.95
39. C -0.88
40. O 0.53
41. C -0.91
42. C 2.40
43. C -1.45
44. C -1.83
45. C -2.14
46. C 0.17
47. O 0.01
48. C 2.28
49. C -1.50
50. C -1.95
51. C -2.14
52. H 0.48
53. H 0.06
54. H -0.46
55. H 0.32
56. H 0.73
57. H 0.33
58. H 0.48
59. H -0.89
60. H 0.79
61. H 0.08
62. H 0.29
63. H 0.26
64. H 0.72
65. H 0.36
66. H 0.42
67. H -1.45
68. H 0.88
69. H 0.25
70. H 0.02
71. H 0.32
72. H 0.47
73. H 0.43
74. H 0.27
75. H 0.09
76. H 0.49
77. H 0.41
78. H 0.47
79. H 0.28
80. H 0.13
81. H 0.40
82. H 0.47
83. H 0.23
84. H 0.46
85. H 0.30
86. H 0.41
87. H 0.30
88. H 0.47
89. H 0.30
90. H 0.18
91. H 0.10
92. H 0.06
93. H 0.32
94. H 0.49
95. H 0.26
96. H 0.46
97. H 0.41
98. H 0.21
99. H 0.41